Density functional theory data (wB97M-V/def2-TZVPD) for a cluster of 2 separate species, F2H4SSi2 in total.

Output
Electronic energy (eV): -32093.07736
LUMO level (eV): -0.72
Energy relative to the best compared isomer or geometry (same formula, charge and spin) (kcal per mole): 34.9
HOMO-LUMO gap (eV): 8.6360
Charge: 0

Geometry as XYZ:
```
9
Properties=species:S:1:pos:R:3:forces:R:3:nbo_charge:R:1
F 0.19998 1.21798 0.16908 0.087 -0.310 -0.291 -0.66
F -1.16434 2.12987 2.03603 -0.281 -0.047 0.139 -0.65
Si 1.44287 -1.30017 -1.17569 -1.056 -0.923 0.581 1.01
Si -1.20988 1.00548 0.90660 0.882 0.810 0.297 1.80
S 0.10913 -2.58196 -0.46717 0.789 0.823 -0.444 -0.64
H 2.81968 -1.19767 -0.71888 0.347 0.003 0.180 -0.19
H 1.22186 -0.36409 -2.26562 -0.131 0.214 -0.296 -0.19
H -1.17765 -0.28409 1.54933 -0.239 -0.408 0.075 -0.24
H -2.24164 1.37465 -0.03370 -0.399 -0.161 -0.240 -0.25
```
Positions in Å, forces in eV/Å.